(1)
16
Properties=species:S:1:pos:R:3 method="wB97M-V/def2-TZVPD" total_charge=0 gap_ev="7.88 / 8.28" e_tot_ha=-271.6237 lumo_energy_ev="1.0 / 1.1" homo_ev="-6.883 / -7.175"
C -1.327 0.623 1.880
C -0.516 -0.589 1.669
O -0.241 -0.987 0.469
C -0.639 -0.494 -0.691
C 1.611 0.310 -1.275
C 0.456 -0.614 -1.706
H -1.218 0.982 2.905
H -2.400 0.474 1.680
H -0.998 1.420 1.188
H 1.723 0.262 -0.184
H -0.035 -1.177 2.437
H -1.262 0.400 -0.654
H 1.390 1.350 -1.542
H 2.575 0.035 -1.710
H 0.088 -0.337 -2.700
H 0.793 -1.658 -1.768



(2)
9
Properties=species:S:1:pos:R:3 method="wB97M-V/def2-TZVPD" total_charge=0 gap_ev=9.48 e_tot_ha=-735.4171 lumo_energy_ev=0.1 homo_ev=-9.343
C 1.103 -1.082 -0.057
C 0.209 -0.379 -0.589
N 3.077 0.974 1.074
N 3.510 1.495 0.201
O 3.336 -2.077 -0.451
O 3.986 2.021 -0.690
S 2.301 -1.895 0.568
H -0.703 -0.730 -1.240
H 0.411 0.636 -0.467



(3)
12
Properties=species:S:1:pos:R:3 method="wB97M-V/def2-TZVPD" total_charge=+1 spin_multiplicity=2 gap_ev="5.15 / 9.69" e_tot_ha=-1094.8858 lumo_energy_ev="-4.5 / -4.5" s_squared=0.7501 homo_ev="-9.608 / -14.176"
C -0.222 0.483 0.715
O -0.531 0.923 1.816
O -0.152 -0.824 0.507
C 0.324 -1.042 -0.821
O 1.586 0.644 -0.029
C 1.584 -0.337 -0.855
Ca -1.127 0.484 3.860
H 2.178 -0.289 -1.779
H 0.325 -2.110 -1.042
O -1.198 0.972 -0.616
H -2.087 1.207 -0.328
H -0.681 -0.111 -1.428



(4)
22
Properties=species:S:1:pos:R:3 method="wB97M-V/def2-TZVPD" total_charge=+1 gap_ev=8.06 e_tot_ha=-1775.1564 smiles="S[C@H]1OCC[C@@H]2[NH+]=C(Cl)NC(Cl)=C21" lumo_energy_ev=-4.4 homo_ev=-12.463
C -1.055 0.567 -0.442
C -1.725 1.631 -1.081
C 0.284 2.756 -1.627
C 1.041 0.101 0.753
C 0.409 -1.220 1.160
C 0.463 0.554 -0.582
C -1.665 -0.576 0.183
N -1.021 2.657 -1.788
N 0.993 1.897 -0.934
O -0.935 -1.052 1.332
S -1.750 -1.965 -1.090
Cl -3.455 1.568 -1.162
Cl 1.075 4.046 -2.368
H 0.989 0.906 1.540
H 2.191 0.108 0.701
H 0.701 -1.970 0.340
H 0.680 -1.412 2.220
H 0.893 -0.053 -1.471
H -2.739 -0.422 0.371
H -1.720 3.335 -2.206
H 1.888 2.256 -0.664
H -0.730 -2.609 -0.537



(5)
22
Properties=species:S:1:pos:R:3 method="wB97M-V/def2-TZVPD" total_charge=0 gap_ev=7.21 e_tot_ha=-313.0158 smiles="C=C(/C=C/C)CCC" lumo_energy_ev=-0.2 homo_ev=-7.376
C -1.898 1.203 -2.055
C -2.530 0.656 -0.759
C -1.443 0.421 0.338
C -0.280 -0.359 -0.166
C -0.163 -1.738 -0.193
C 3.230 -0.074 1.650
C 2.121 -0.870 0.993
C 1.077 -0.182 0.397
H -2.382 1.906 -2.722
H -1.665 0.293 -2.622
H -0.859 1.512 -1.850
H -3.098 -0.251 -0.887
H -3.113 1.468 -0.297
H -1.932 -0.146 1.144
H -1.215 1.340 0.876
H 0.487 -2.245 -0.908
H -0.454 -2.318 0.684
H 2.676 0.742 2.128
H 3.955 0.284 0.922
H 3.744 -0.649 2.416
H 2.379 -1.863 0.632
H 1.364 0.872 0.279



(6)
20
Properties=species:S:1:pos:R:3 method="wB97M-V/def2-TZVPD" total_charge=+1 spin_multiplicity=7 gap_ev="5.76 / 8.80" e_tot_ha=-1686.0395 lumo_energy_ev="-4.6 / -5.5" s_squared=12.0119 homo_ev="-10.412 / -14.305"
O -1.941 1.942 -1.131
C -1.371 1.400 -2.141
C 0.131 1.357 -1.907
O 0.333 0.894 -0.586
C 1.217 -0.210 -0.447
C 1.171 -0.640 0.996
O -0.192 -0.846 1.330
C -0.389 -1.413 2.615
Fe -1.474 0.747 0.590
H -1.573 0.817 -3.062
H 0.568 2.366 -1.980
H 0.586 0.727 -2.690
H 2.237 0.089 -0.727
H 0.887 -1.027 -1.106
H 1.601 0.132 1.654
H 1.741 -1.573 1.122
H -1.463 -1.602 2.729
H 0.165 -2.359 2.696
H -0.053 -0.720 3.400
H -2.181 -0.081 -1.357



(7)
16
Properties=species:S:1:pos:R:3 method="wB97M-V/def2-TZVPD" total_charge=0 gap_ev=9.46 e_tot_ha=-250.8294 smiles=CCCN.O lumo_energy_ev=1.0 homo_ev=-8.461
C 1.044 -0.358 -0.462
C 1.593 0.987 0.019
C 2.825 0.997 0.877
N -0.086 -0.209 -1.458
H 1.897 -0.942 -0.902
H 0.541 -1.090 0.179
H 1.876 1.403 -0.936
H 0.819 1.655 0.429
H 2.586 0.628 1.898
H 3.633 0.268 0.593
H 3.224 1.978 1.098
H -0.482 0.714 -1.513
H -0.228 -1.185 -1.599
H -5.974 -0.987 0.906
H -6.693 -2.394 0.532
O -6.577 -1.465 0.338



Results for energy above the lowest of the compared OMol25 structures with the same formula, charge and spin: 338.3; 446.9; 358.2; 2.6; 529.3; 22.8; 176.6 (in kJ/mol, following the order of the records).